# 1
Here is Cl9CsLi7Mg as an isolated structure at a distorted geometry from the OMol25 dataset. Energies are from ωB97M-V/def2-TZVPD.

Element x y z (Å)
Li: -1.0127 18.4222 -18.7229
Li: -1.5860 14.2457 -19.9302
Li: -4.7831 12.2142 -18.2633
Li: -4.8785 17.4659 -14.1404
Li: -2.4294 15.8172 -16.5722
Li: -7.0942 14.9039 -16.5448
Li: -4.5582 16.7628 -19.6253
Mg: 1.1526 17.2129 -15.0680
Cs: -0.8348 12.1040 -15.2441
Cl: 0.5011 19.0986 -16.4436
Cl: -0.5914 15.6179 -14.9425
Cl: -3.1942 17.8900 -17.9378
Cl: -5.0632 15.4876 -15.2779
Cl: -6.6586 16.1029 -18.7558
Cl: -2.9915 18.6983 -13.0983
Cl: -2.5569 13.5902 -18.0095
Cl: -2.7809 15.9762 -21.3282
Cl: 0.9417 16.5092 -19.7796

Force components x, y, z for each atom (eV/Å):
0.3 -0.7 -0.1
0.1 1.5 -0.9
0.6 0.8 -0.2
1.0 0.6 0.4
-0.5 0.7 -0.3
0.7 1.2 -0.5
0.4 0.0 -0.1
-1.8 1.3 -1.6
0.1 0.2 0.0
0.7 -1.4 1.0
0.7 0.0 0.1
0.4 -0.6 0.2
-0.2 -0.5 -0.3
0.0 -0.9 0.6
-0.7 -0.8 -0.6
-0.7 -0.7 0.5
-0.3 -0.7 1.0
-0.9 0.0 0.8

2S+1: 1
E_HOMO (eV): -10.1
F_max (Eh/bohr): 0.05363
E_LUMO (eV): -5.1
Molar mass (g/mol): 524.9
Net charge: +1
Frontier orbital gap (eV): 4.9

Atom charges from the natural (NBO) analysis, given in e for atoms 1 to 2:
1. Li 0.93
2. Li 0.91

***

# 2
Here is a 2-piece molecular cluster, C6H12O overall from the OMol25 dataset. Energies are from ωB97M-V/def2-TZVPD.

Element x y z (Å)
C: -0.4786 0.2398 -2.3267
C: -1.1449 -0.2075 -1.2627
O: -1.5516 0.4883 -0.1768
C: -1.2594 1.8685 -0.1834
H: -0.2175 -0.4629 -3.1097
H: -0.1540 1.2673 -2.4475
H: -1.4360 -1.2492 -1.1614
H: -1.7546 2.3669 -1.0273
H: -0.1772 2.0424 -0.2501
H: -1.6385 2.2721 0.7569
C: 1.6613 -1.3770 0.0558
C: 0.9253 -1.4712 1.1585
C: 0.7590 -0.3796 2.1742
H: 2.2072 -0.4671 -0.1882
H: 1.7330 -2.1934 -0.6582
H: 0.3815 -2.3965 1.3544
H: 1.1302 -0.6941 3.1574
H: 1.3056 0.5219 1.8763
H: -0.2995 -0.1178 2.2882

Force components x, y, z for each atom (eV/Å):
-0.1 0.0 0.1
0.0 -0.1 -0.2
0.0 -0.1 -0.1
0.1 0.2 0.0
-0.1 0.1 0.1
-0.1 -0.1 0.0
0.1 0.1 0.0
0.1 -0.1 0.1
-0.1 0.0 0.0
0.1 0.0 -0.1
-0.1 0.0 0.2
0.1 0.0 -0.1
0.0 0.1 0.0
-0.1 -0.1 0.1
0.0 0.1 0.1
0.1 0.1 0.0
-0.1 0.0 -0.1
-0.1 -0.1 0.0
0.2 0.0 0.0

2S+1: 1
E_HOMO (eV): -8.8
F_max (Eh/bohr): 0.00489
SMILES: C=COC.C=CC
E_LUMO (eV): 1.0
Molar mass (g/mol): 100.2
Net charge: 0
Frontier orbital gap (eV): 9.8

Atom charges from the natural (NBO) analysis, given in e for atoms 1 to 2:
1. C -0.57
2. C 0.17

***

# 3
Here is C43H54CrN3O4P as an isolated structure from the OMol25 dataset. Energies are from ωB97M-V/def2-TZVPD.

Element x y z (Å)
Cr: 0.1623 -0.7257 0.7836
O: -2.1657 -1.0655 -2.4562
C: -1.6840 -1.0152 -1.3546
O: -0.4749 -0.5975 -1.0420
C: -2.4434 -1.4693 -0.1295
C: -3.7090 -2.0108 -0.0691
C: -4.1868 -2.4090 1.1745
C: -3.3911 -2.2727 2.3112
C: -2.1411 -1.7189 2.1638
N: -1.7155 -1.3212 0.9697
C: -1.0758 -1.5311 3.2234
O: -1.2220 -1.9496 4.3434
O: -0.0060 -0.9442 2.7356
H: -4.2783 -2.1189 -0.9826
H: -5.1774 -2.8386 1.2602
H: -3.7153 -2.5919 3.2927
C: 6.0128 -3.3955 1.1310
C: 4.5394 -3.8279 1.1334
C: 4.1587 -4.4021 2.4975
C: 3.6855 -2.6554 0.6962
C: 3.3608 -1.6273 1.5467
C: 2.7784 -0.4329 1.0972
C: 2.9925 0.7147 2.0751
C: 2.7063 0.4201 3.5487
C: 4.4553 1.1666 1.9213
C: 2.4149 -0.2926 -0.2777
C: 2.6755 -1.4100 -1.1643
C: 3.3083 -2.5241 -0.6403
C: 2.5359 -1.4009 -2.7137
C: 2.6267 -2.8098 -3.3364
C: 1.3434 -0.6995 -3.3846
C: 2.1992 1.0365 -1.0159
C: 3.2317 1.3365 -1.9055
C: 3.1083 2.3065 -2.8863
C: 1.9114 2.9913 -3.0235
C: 0.9159 2.7989 -2.0773
C: 1.0645 1.8884 -1.0350
P: 0.1117 2.0609 0.5097
C: 1.0350 3.7212 1.0839
C: 2.5307 3.7401 0.7064
C: 0.8500 3.8326 2.6033
C: 0.5592 5.0275 0.4162
C: -1.7834 2.3649 0.3528
C: -2.3594 1.6903 1.6117
C: -2.3588 3.7811 0.3868
C: -2.3271 1.6905 -0.9261
H: 6.6628 -4.2454 1.3466
H: 6.1845 -2.6310 1.8947
H: 6.3013 -2.9785 0.1645
H: 4.4196 -4.6150 0.3844
H: 4.2753 -3.6620 3.2931
H: 4.8068 -5.2444 2.7420
H: 3.1289 -4.7609 2.5092
H: 3.6504 -1.6832 2.5890
H: 2.3449 1.5277 1.7988
H: 3.4038 -0.3096 3.9660
H: 1.6924 0.0650 3.7209
H: 2.8526 1.3404 4.1178
H: 5.1235 0.4144 2.3476
H: 4.6204 2.1047 2.4559
H: 4.7381 1.3116 0.8750
H: 3.5705 -3.3379 -1.3029
H: 3.4340 -0.8772 -3.0524
H: 1.9778 -3.5171 -2.8199
H: 3.6395 -3.2149 -3.3494
H: 2.2976 -2.7553 -4.3747
H: 0.4608 -1.3382 -3.3803
H: 1.6092 -0.5290 -4.4302
H: 1.0536 0.2510 -2.9548
H: 4.1451 0.7545 -1.8512
H: 3.9306 2.4940 -3.5658
H: 1.7672 3.6968 -3.8318
H: 0.0134 3.3959 -2.1322
H: 3.0833 2.8292 0.8324
H: 3.0056 4.5048 1.3293
H: 2.6539 4.0425 -0.3348
H: 1.3415 3.0189 3.1394
H: -0.2054 3.8287 2.8864
H: 1.2802 4.7755 2.9537
H: 0.3304 4.9166 -0.6409
H: 1.3968 5.7265 0.4791
H: -0.2700 5.4989 0.9187
H: -2.0758 2.2322 2.5181
H: -2.0266 0.6653 1.7329
H: -3.4512 1.6915 1.5499
H: -2.1030 4.3202 1.2923
H: -3.4460 3.6634 0.3875
H: -2.1000 4.3726 -0.4867
H: -2.7575 0.7167 -0.7047
H: -1.5849 1.5606 -1.7119
H: -3.1351 2.2952 -1.3404
N: 0.6123 -4.7662 1.8123
C: 0.8063 -3.4410 1.8788
N: 0.4775 -2.8327 0.7567
C: 0.0159 -3.8419 -0.1044
C: -0.4354 -3.7998 -1.4221
C: -0.8197 -4.9893 -2.0084
C: -0.7498 -6.2095 -1.3181
C: -0.2805 -6.2697 -0.0220
C: 0.1015 -5.0664 0.5569
H: 0.7614 -5.4087 2.5713
H: 1.1570 -2.9440 2.7676
H: -0.4516 -2.8826 -1.9928
H: -1.1687 -4.9803 -3.0325
H: -1.0608 -7.1190 -1.8149
H: -0.2059 -7.2090 0.5128

Force components x, y, z for each atom (eV/Å):
0.2 -0.5 0.1
0.0 0.0 -0.1
0.3 -0.1 0.1
-0.2 -0.3 -0.1
0.3 -0.1 0.1
-0.1 -0.1 0.0
0.0 0.0 0.0
-0.2 -0.1 0.0
0.2 0.1 0.0
-0.4 -0.2 0.0
0.1 0.1 -0.2
0.0 0.0 0.1
0.0 0.2 0.1
0.0 0.0 0.0
0.0 0.0 0.0
0.0 0.0 0.0
0.0 0.0 0.0
0.0 0.0 0.0
0.0 0.0 0.0
0.0 0.0 0.0
-0.1 -0.2 0.0
0.3 0.0 -0.1
0.0 0.0 0.0
0.0 0.0 0.0
0.0 0.0 0.0
0.1 0.2 -0.1
-0.1 -0.1 -0.2
-0.1 -0.1 0.0
0.0 0.0 0.0
0.1 0.1 0.0
0.0 -0.1 0.0
0.0 0.1 0.1
0.1 0.1 0.1
0.0 0.0 0.0
0.0 0.0 0.0
0.1 0.1 0.0
0.0 -0.1 0.0
0.1 0.1 -0.1
-0.1 -0.1 0.2
0.0 -0.1 -0.1
0.0 0.0 0.0
-0.2 -0.1 0.0
0.0 -0.1 0.0
0.0 0.0 0.1
0.2 0.1 -0.1
0.0 0.1 0.0
0.0 0.0 0.0
0.0 0.0 0.0
0.0 0.0 0.0
0.0 0.0 0.0
0.0 0.0 0.0
0.0 0.0 0.0
0.1 0.0 0.0
0.0 0.0 -0.1
-0.2 0.2 -0.1
0.0 0.1 0.0
0.0 0.0 0.0
0.0 0.0 0.0
0.0 0.0 0.0
0.0 0.0 0.0
0.0 0.0 0.0
0.0 0.0 0.0
0.0 0.0 0.0
-0.1 0.0 0.0
0.0 0.0 0.1
0.0 0.0 0.0
0.0 0.0 0.0
0.0 0.0 0.0
0.0 0.0 0.0
0.0 0.0 0.0
0.0 0.0 0.0
0.0 0.0 0.0
0.0 0.0 0.0
0.1 -0.2 0.1
0.0 0.0 0.0
0.0 0.0 0.0
0.0 0.0 0.0
0.0 0.0 0.0
0.0 0.0 0.0
0.0 0.0 0.0
-0.1 0.0 0.0
-0.4 0.0 0.1
0.0 0.0 0.0
0.0 0.3 0.0
0.0 0.0 0.0
0.2 0.1 0.1
0.0 0.1 0.0
0.1 0.1 0.0
-0.1 0.3 0.0
0.0 0.0 0.0
0.0 0.0 0.0
-0.1 0.0 0.0
-0.1 -0.1 -0.2
-0.2 0.3 0.1
0.2 0.1 -0.1
0.1 0.1 -0.2
0.0 0.0 0.0
0.0 0.0 0.0
0.0 -0.1 0.0
0.0 0.1 0.2
0.0 0.0 0.0
0.0 0.0 0.0
0.0 -0.1 0.0
0.0 0.0 0.0
0.0 0.0 0.0
0.0 0.1 0.0

2S+1: 4
⟨S²⟩: 3.792
E_HOMO (alpha / beta) (eV): -11.5 / -11.5
F_max (Eh/bohr): 0.01080
E_LUMO (alpha / beta) (eV): -3.5 / -3.4
Molar mass (g/mol): 759.9
Net charge: +1
Frontier orbital gap (alpha / beta) (eV): 8.0 / 8.1

Atom charges from the Mulliken analysis, given in e for atoms 1 to 2:
1. Cr -0.47
2. O -0.65

***

# 4
Here is C28H37GeLiN6O8PSe as an isolated structure from the OMol25 dataset. Energies are from ωB97M-V/def2-TZVPD.

Element x y z (Å)
Li: -1.0067 -0.6077 -0.0836
C: -1.0287 1.9757 3.3397
C: -0.7064 0.8853 2.3647
N: -0.7878 0.9926 1.0982
N: -1.1920 2.1552 0.5084
C: -1.5263 1.8832 -0.7554
O: -1.4972 0.7633 -1.3380
C: -2.0093 3.0647 -1.5395
C: -1.6831 3.1649 -2.8867
C: -2.1350 4.2385 -3.6405
C: -2.9391 5.2085 -3.0551
C: -3.2858 5.0997 -1.7144
C: -2.8184 4.0345 -0.9570
C: -0.3507 -0.4866 2.8285
C: -0.3806 -0.8390 4.1748
C: -0.1073 -2.1496 4.5360
C: 0.1979 -3.0721 3.5511
C: 0.2185 -2.6307 2.2333
N: -0.0380 -1.3820 1.8775
H: -1.3576 2.8485 2.7810
H: -0.1568 2.2442 3.9434
H: -1.8275 1.6711 4.0208
H: -1.0735 2.3895 -3.3327
H: -1.8715 4.3138 -4.6884
H: -3.3024 6.0410 -3.6452
H: -3.9311 5.8426 -1.2614
H: -3.0795 3.9303 0.0875
H: -0.6324 -0.1033 4.9264
H: -0.1407 -2.4444 5.5780
H: 0.4047 -4.1069 3.7883
H: 0.4455 -3.3144 1.4213
C: 3.2059 0.2073 -2.8505
P: 1.5737 -0.2317 -2.0999
C: 0.5794 -0.3018 -3.6461
C: 1.8953 -2.0318 -1.8721
H: 3.4911 -0.5075 -3.6275
H: 3.9688 0.2147 -2.0709
H: 3.1572 1.2074 -3.2866
H: 1.0529 -0.9378 -4.3988
H: 0.4652 0.7059 -4.0488
H: -0.4171 -0.6797 -3.4161
H: 2.2530 -2.4885 -2.7988
H: 0.9782 -2.5327 -1.5595
H: 2.6495 -2.1633 -1.0928
O: -6.1780 -3.1266 -4.8147
N: -6.1039 -2.3759 -3.8564
O: -7.0316 -1.6933 -3.4554
C: -4.8408 -2.2926 -3.1488
C: -4.7216 -1.4510 -2.0534
C: -3.5556 -1.4382 -1.3449
C: -2.3897 -2.2586 -1.6576
O: -1.3273 -2.2315 -1.0163
C: -2.6075 -3.0682 -2.8386
C: -3.7769 -3.0818 -3.5507
N: -1.5362 -3.9266 -3.3510
O: -1.5568 -4.1948 -4.5435
O: -0.7114 -4.3555 -2.5733
N: -3.5256 -0.5575 -0.1725
O: -4.2758 0.3878 -0.1367
O: -2.7906 -0.8729 0.7570
H: -5.5458 -0.8215 -1.7514
H: -3.8732 -3.7191 -4.4170
C: 4.0627 -2.8610 2.6346
Ge: 4.9753 -1.1433 2.7604
C: 6.2717 -1.0051 1.3093
C: 5.8921 -1.0072 4.4833
C: 3.7173 0.3406 2.6120
Se: 2.8310 0.2938 0.8669
C: 2.3918 2.1826 0.7728
H: 4.7950 -3.6691 2.6716
H: 3.5167 -2.9307 1.6920
H: 3.3503 -2.9930 3.4497
H: 6.9609 -1.8508 1.3099
H: 6.8498 -0.0833 1.3921
H: 5.7389 -0.9859 0.3583
H: 6.6280 -1.8047 4.5984
H: 5.1730 -1.0840 5.3004
H: 6.4063 -0.0488 4.5668
H: 4.2576 1.2829 2.7196
H: 2.9505 0.2860 3.3872
H: 3.3007 2.7777 0.8360
H: 1.6995 2.4440 1.5705
H: 1.8994 2.3401 -0.1845

Force components x, y, z for each atom (eV/Å):
0.8 -0.1 0.2
0.0 0.0 0.0
0.1 -0.2 0.1
-0.1 0.2 -0.2
0.0 -0.2 0.1
0.0 0.0 -0.1
0.0 0.3 0.1
0.0 0.0 0.0
0.0 0.0 -0.1
0.0 0.0 0.0
0.0 0.0 0.0
0.0 0.0 0.0
0.1 0.0 0.0
0.1 0.2 -0.1
0.0 0.0 0.1
0.0 0.0 0.0
0.0 0.0 0.0
0.0 0.1 0.0
-0.3 -0.1 0.0
0.0 0.0 0.0
0.0 0.0 0.0
0.0 0.0 0.0
0.0 0.0 0.0
0.0 0.0 0.0
0.0 0.0 0.0
0.0 0.0 0.0
0.0 0.0 0.0
0.0 0.0 0.0
0.0 0.0 0.0
0.0 0.0 0.0
0.0 0.0 0.0
0.0 0.1 0.0
0.2 -0.2 -0.2
0.0 0.0 0.0
-0.1 0.1 0.1
0.0 0.0 0.0
0.0 0.0 0.0
0.0 0.0 0.0
0.0 0.0 0.0
0.0 0.0 0.0
0.0 0.0 0.0
0.0 0.0 0.0
0.0 0.0 0.0
0.0 0.0 0.0
0.0 0.0 -0.1
0.2 0.1 0.1
-0.1 0.0 0.0
-0.2 -0.1 -0.1
-0.1 0.1 0.1
0.2 0.1 0.2
0.0 0.0 0.1
0.0 0.0 -0.3
0.1 0.0 -0.1
0.0 -0.1 -0.1
-0.2 0.0 0.1
0.1 0.0 -0.1
0.1 0.0 0.0
-0.3 -0.5 -0.1
-0.2 0.2 0.0
-0.3 0.0 0.0
0.0 0.0 0.0
0.0 0.0 0.0
-0.1 0.0 0.0
0.1 0.0 0.0
0.0 0.0 -0.1
0.0 0.0 0.1
-0.2 0.0 -0.1
0.2 0.1 0.2
-0.1 -0.1 0.0
0.0 0.0 0.0
0.0 0.0 0.0
0.0 0.0 0.0
0.0 0.0 0.0
0.0 0.0 0.0
0.0 0.0 0.0
0.0 0.0 0.0
0.0 0.0 0.0
0.0 0.0 0.0
0.0 0.0 0.0
0.0 0.0 0.1
0.0 0.0 0.0
0.0 0.0 0.0
0.0 0.0 0.0

2S+1: 1
E_HOMO (eV): -5.2
F_max (Eh/bohr): 0.01582
E_LUMO (eV): 2.0
Molar mass (g/mol): 775.1
Net charge: -1
Frontier orbital gap (eV): 7.2

Atom charges from the Mulliken analysis, given in e for atoms 1 to 2:
1. Li 0.75
2. C -1.97